(1)
Below is 4 unconnected molecules or ions with the total composition C20H22FN3O8P, with properties calculated with wB97M-V/def2-TZVPD.

Each line ends with the Löwdin charge.
CARTESIAN COORDINATES (ANGSTROEM)
F  1.718  -3.818  5.000  -0.4089
P  2.860  -4.004  3.769  0.4592
O  2.498  -2.402  3.116  -0.3395
C  2.413  -2.561  1.737  -0.3528
C  3.679  -3.347  1.365  -0.3136
O  4.012  -4.164  2.446  -0.3816
H  1.825  -4.554  2.946  0.0156
H  3.209  -5.330  4.230  -0.0283
H  3.815  -3.401  4.634  0.0005
H  1.479  -3.065  1.439  0.0893
H  2.422  -1.593  1.216  0.0881
H  3.613  -3.854  0.392  0.0819
H  4.482  -2.592  1.257  0.1016
C  0.593  -0.109  -2.729  -0.0787
C  0.178  -1.158  -3.540  -0.0767
C  0.872  -2.357  -3.535  -0.0006
C  1.982  -2.467  -2.719  -0.1384
C  2.425  -1.433  -1.919  0.0006
C  1.715  -0.245  -1.926  -0.0617
N  2.712  -3.749  -2.650  -0.3444
O  2.272  -4.692  -3.278  0.0717
O  3.692  -3.771  -1.940  0.0719
H  0.035  0.819  -2.715  0.1022
H  -0.700  -1.046  -4.163  0.1036
H  0.559  -3.193  -4.141  0.1176
H  3.288  -1.570  -1.285  0.1175
H  2.034  0.571  -1.292  0.1059
C  -5.005  2.833  -1.780  -0.0664
C  -5.520  1.917  -2.692  -0.0716
C  -4.960  0.653  -2.808  -0.0080
C  -3.888  0.337  -1.996  -0.1433
C  -3.364  1.226  -1.082  -0.0051
C  -3.929  2.482  -0.979  -0.0657
N  -3.250  -0.993  -2.088  -0.3496
O  -3.678  -1.781  -2.907  0.0732
O  -2.318  -1.184  -1.340  0.0837
H  -5.442  3.820  -1.699  0.1058
H  -6.358  2.187  -3.320  0.1034
H  -5.339  -0.071  -3.513  0.1165
H  -2.525  0.940  -0.468  0.1166
H  -3.527  3.187  -0.265  0.0968
C  0.647  3.554  3.974  -0.0632
C  0.120  4.791  3.624  -0.0706
C  -0.381  4.999  2.350  -0.0123
C  -0.341  3.951  1.451  -0.1498
C  0.181  2.712  1.774  0.0048
C  0.679  2.517  3.052  -0.0439
N  -0.889  4.152  0.096  -0.3504
O  -1.348  5.242  -0.183  0.0714
O  -0.862  3.201  -0.657  0.0563
H  1.033  3.396  4.972  0.1098
H  0.097  5.596  4.345  0.1049
H  -0.796  5.952  2.057  0.1154
H  0.194  1.917  1.044  0.1181
H  1.088  1.554  3.325  0.1210

Its multiplicity is 1. Its total charge is -1. Its LUMO energy is 0.81 eV. The largest force on an atom comes out at 0.9 eV/Å. For the orbital gap, the calculation gives 5.12 eV.



(2)
Below is 4 unconnected molecules or ions with the total composition C15H41N4O4S, with properties calculated with wB97M-V/def2-TZVPD.

Each line ends with the Löwdin charge.
CARTESIAN COORDINATES (ANGSTROEM)
N  0.974  -0.547  -1.247  0.1406
C  0.741  0.626  -0.521  -0.5451
O  1.550  1.295  -0.058  0.1885
C  -0.716  1.027  -0.318  -0.1371
C  -1.650  0.461  -1.382  -0.3843
S  -3.219  -0.118  -0.624  1.0929
H  1.713  -0.441  -1.935  0.0886
H  1.111  -1.357  -0.652  0.0957
H  -0.783  2.104  -0.307  0.1261
H  -1.054  0.702  0.665  0.1023
H  -1.906  1.177  -2.151  0.1010
H  -1.238  -0.394  -1.901  0.0765
H  -3.925  -0.678  -1.635  0.0067
H  -2.799  -1.196  0.079  0.0095
C  6.374  -2.643  -4.051  -0.0676
C  4.952  -2.617  -4.604  -0.4289
C  4.115  -1.421  -4.126  -0.2010
O  3.649  -1.509  -2.784  -0.2254
C  4.620  -1.193  -1.795  -0.0952
N  4.302  -3.898  -4.304  0.0410
H  6.412  -3.008  -3.025  0.0652
H  6.993  -3.313  -4.647  0.0801
H  6.829  -1.651  -4.081  0.0803
H  5.029  -2.529  -5.691  0.1378
H  3.212  -1.377  -4.740  0.1200
H  4.648  -0.474  -4.279  0.1231
H  5.292  -0.398  -2.126  0.0971
H  5.192  -2.078  -1.516  0.0787
H  4.087  -0.851  -0.906  0.0752
H  3.403  -3.936  -4.776  0.0711
H  4.063  -3.900  -3.315  0.0664
C  1.698  -1.587  4.799  -0.0630
C  0.339  -1.576  4.106  -0.4233
C  0.162  -2.683  3.054  -0.2050
O  0.848  -2.469  1.829  -0.2195
C  2.239  -2.765  1.863  -0.0937
N  0.105  -0.239  3.544  0.0474
H  2.481  -1.147  4.182  0.0675
H  1.653  -1.002  5.716  0.0819
H  1.999  -2.602  5.064  0.0826
H  -0.418  -1.751  4.875  0.1388
H  -0.899  -2.724  2.786  0.1139
H  0.420  -3.666  3.464  0.1252
H  2.454  -3.621  2.505  0.0968
H  2.816  -1.897  2.186  0.0800
H  2.549  -3.008  0.845  0.0820
H  -0.849  -0.187  3.194  0.0573
H  0.686  -0.146  2.712  0.0574
C  -4.430  4.957  1.894  -0.0611
C  -4.233  3.663  1.114  -0.4335
C  -5.074  3.563  -0.170  -0.2219
O  -6.441  3.284  0.026  -0.1895
C  -7.241  4.396  0.407  -0.0883
N  -4.474  2.526  2.013  0.0449
H  -5.349  4.952  2.477  0.0705
H  -3.610  5.098  2.597  0.0816
H  -4.451  5.822  1.228  0.0834
H  -3.182  3.629  0.804  0.1257
H  -4.692  2.716  -0.754  0.0937
H  -4.950  4.457  -0.796  0.1253
H  -6.907  5.318  -0.075  0.0948
H  -7.248  4.519  1.490  0.0788
H  -8.262  4.188  0.090  0.0918
H  -4.231  1.665  1.533  0.0204
H  -5.480  2.452  2.152  0.0775

Its multiplicity is 1. Its total charge is +1. Its LUMO energy is -3.82 eV. The largest force on an atom comes out at 5.3 eV/Å. As for the energy above the lowest of the compared OMol25 structures with the same formula, charge and spin: 0.0000 eV. For the orbital gap, the calculation gives 7.39 eV.



(3)
Below is a molecular structure, C11H15N, with properties calculated with wB97M-V/def2-TZVPD.

Each line ends with the Löwdin charge.
CARTESIAN COORDINATES (ANGSTROEM)
C  -2.420  2.708  -0.624  -0.0322
C  -3.315  2.382  0.374  -0.1495
C  -1.387  1.743  -0.562  -0.2436
C  -1.649  1.000  0.559  -0.2875
C  -0.811  -0.079  0.876  -0.0243
C  0.201  -0.130  -0.006  -0.0206
C  -0.129  1.381  -1.206  0.0383
C  2.092  -1.103  1.311  -0.0663
C  2.438  -0.859  -1.156  -0.0577
C  0.712  -2.454  -0.230  -0.0980
C  1.393  -1.066  -0.062  -0.5718
N  -2.881  1.314  1.061  0.0718
H  -2.676  3.322  -1.451  0.0867
H  -4.132  2.927  0.823  0.1062
H  -0.998  -0.531  1.815  0.1098
H  -0.070  0.842  -2.210  0.1116
H  0.545  2.220  -1.159  0.0841
H  2.743  -1.892  1.483  0.0436
H  2.566  -0.109  1.569  0.1041
H  1.284  -1.238  2.139  0.1048
H  3.348  -1.534  -0.985  0.1113
H  2.833  0.096  -1.231  0.0495
H  2.148  -1.164  -2.151  0.0730
H  1.345  -3.418  -0.048  0.1045
H  0.232  -2.648  -1.227  0.0783
H  -0.317  -2.697  0.294  0.1056
H  -3.096  0.987  2.007  0.1682

Its multiplicity is 1. Its total charge is 0. Its LUMO energy is 0.83 eV. The largest force on an atom comes out at 4.3 eV/Å. As for the energy above the lowest of the compared OMol25 structures with the same formula, charge and spin: 3.7972 eV. For the orbital gap, the calculation gives 7.98 eV.



(4)
Below is a single C26H25N3O5 molecule, with properties calculated with wB97M-V/def2-TZVPD.

Each line ends with the Löwdin charge.
CARTESIAN COORDINATES (ANGSTROEM)
C  6.357  -1.208  -1.167  -0.0869
H  6.866  -1.086  -2.122  0.0924
O  5.350  -0.225  -1.143  -0.0826
C  4.495  -0.201  -0.086  -0.2820
C  4.598  -1.008  1.041  -0.0201
C  3.649  -0.915  2.044  -0.0464
C  2.594  -0.024  1.950  -0.2203
C  2.511  0.802  0.832  -0.0193
C  3.448  0.719  -0.171  -0.0028
H  3.385  1.347  -1.046  0.1215
H  1.699  1.510  0.754  0.1152
C  1.521  0.049  3.004  -0.0688
N  0.221  -0.312  2.470  0.0110
C  -0.669  0.611  2.048  -0.4431
O  -0.533  1.806  2.024  0.1160
N  -1.835  -0.089  1.652  0.1241
C  -1.701  -1.433  1.846  -0.3999
O  -2.505  -2.295  1.588  0.1153
C  -0.298  -1.651  2.413  -0.1570
C  0.508  -2.662  1.580  -0.0095
H  -0.139  -3.528  1.410  0.1343
H  1.384  -2.994  2.139  0.1238
C  1.024  -2.170  0.227  -0.4446
O  2.160  -2.393  -0.125  0.0833
N  0.089  -1.522  -0.515  0.1627
C  0.247  -0.830  -1.722  -0.2053
C  -0.883  -0.212  -2.256  -0.0304
C  -0.788  0.515  -3.426  -0.0867
C  0.429  0.635  -4.076  -0.0981
C  1.549  0.015  -3.548  -0.0758
C  1.467  -0.718  -2.379  -0.0195
H  2.339  -1.199  -1.970  0.0967
H  2.501  0.101  -4.049  0.1061
H  0.502  1.206  -4.989  0.0982
H  -1.670  0.991  -3.830  0.1021
H  -1.834  -0.303  -1.749  0.1060
H  -0.865  -1.543  -0.184  0.1224
H  -0.396  -2.067  3.428  0.1713
C  -2.971  0.546  1.090  -0.1866
C  -4.250  0.117  1.428  0.0053
C  -5.347  0.729  0.862  0.0110
C  -5.190  1.784  -0.040  -0.2740
C  -3.906  2.206  -0.372  -0.0051
C  -2.803  1.585  0.187  -0.0122
H  -1.813  1.921  -0.074  0.1162
H  -3.746  3.015  -1.067  0.1056
O  -6.338  2.319  -0.530  -0.0808
C  -6.250  3.400  -1.428  -0.0871
H  -5.727  3.118  -2.347  0.0952
H  -7.278  3.668  -1.667  0.0933
H  -5.749  4.260  -0.972  0.0965
H  -6.346  0.410  1.109  0.1206
H  -4.381  -0.697  2.122  0.1169
H  1.748  -0.615  3.842  0.1321
H  1.427  1.076  3.370  0.1367
H  3.735  -1.558  2.909  0.1149
H  5.396  -1.724  1.143  0.1058
H  5.931  -2.214  -1.106  0.0981
H  7.078  -1.067  -0.355  0.0943

Its multiplicity is 1. Its total charge is 0. Its LUMO energy is 0.62 eV. The largest force on an atom comes out at 0.5 eV/Å. As for the energy above the lowest of the compared OMol25 structures with the same formula, charge and spin: 0.0000 eV. As for the SMILES: COc1ccc(CN2C(=O)N(c3ccc(OC)cc3)C(=O)[C@H]2CC(=O)Nc2ccccc2)cc1. For the orbital gap, the calculation gives 8.92 eV.



(5)
Below is a molecular structure, C5H3FNO3, with properties calculated with wB97M-V/def2-TZVPD.

Each line ends with the Löwdin charge.
CARTESIAN COORDINATES (ANGSTROEM)
C  -0.129  0.554  0.329  -0.2506
C  0.848  0.840  -0.586  0.0675
C  -0.942  -1.285  -0.056  -0.4592
C  -2.432  0.438  0.009  -0.6138
C  2.158  0.220  -0.357  -0.2524
N  -2.125  -0.901  -0.115  0.1563
O  -0.178  -2.180  -0.119  0.0613
O  -3.554  0.872  -0.053  0.0523
O  -1.371  1.221  0.221  0.0101
F  2.531  -0.178  0.972  -0.0994
H  0.018  0.220  1.370  0.1376
H  2.971  0.885  -0.671  0.0924
H  2.205  -0.706  -0.944  0.0978

As for the expectation value of S²: 2.019. Its multiplicity is 3. Its total charge is -1. Its LUMO energy (alpha / beta) is 3.99 / 2.30 eV. The largest force on an atom comes out at 3.4 eV/Å. For the orbital gap (alpha / beta), the calculation gives 5.88 / 7.25 eV.



(6)
Below is a single C4H7NO molecule, with properties calculated with wB97M-V/def2-TZVPD.

Each line ends with the Löwdin charge.
CARTESIAN COORDINATES (ANGSTROEM)
C  -1.641  -0.522  0.173  -0.0609
C  -0.273  -0.111  -0.368  -0.2711
C  0.364  1.019  0.339  -0.2798
O  1.704  1.022  -0.055  -0.1141
C  2.017  -0.485  -0.262  -0.1542
N  1.042  -1.268  -0.378  0.1166
H  -1.630  -1.603  0.116  0.0714
H  -2.511  -0.162  -0.402  0.0833
H  -1.794  -0.223  1.220  0.0787
H  -0.280  0.098  -1.441  0.1316
H  0.218  1.033  1.435  0.1319
H  -0.331  1.759  -0.109  0.1416
H  3.114  -0.557  -0.268  0.1250

Its multiplicity is 1. Its total charge is 0. Its LUMO energy is 1.09 eV. The largest force on an atom comes out at 2.9 eV/Å. As for the energy above the lowest of the compared OMol25 structures with the same formula, charge and spin: 2.6307 eV. As for the SMILES: C[C@H]1COC=N1. For the orbital gap, the calculation gives 11.14 eV.